1.
ORCA calculation (the ωB97M-V functional and the def2-TZVPD basis) on one molecule with the formula C6H13NO.

* total charge: 0
* Kohn-Sham gap: 10.32 eV
* energy above the lowest of the compared OMol25 structures with the same formula, charge and spin: 127.7 kJ/mol
* SMILES string: CC(C)[C@@H](C)NC=O

Cartesian coordinates (Å):
C (-1.7954, -0.3458, 1.5774)
C (-0.4482, 0.0483, 0.9658)
C (0.0455, 1.4637, 1.3141)
C (-0.4881, -0.2699, -0.6008)
C (-1.5445, 0.4447, -1.4428)
N (0.7984, 0.0583, -1.2741)
C (1.9317, -0.4541, -0.7908)
O (2.0565, -1.3616, 0.0290)
H (-1.7640, -1.4307, 1.6987)
H (-1.9640, -0.0602, 2.5979)
H (-2.7345, -0.1361, 1.0549)
H (0.3934, -0.5764, 1.3496)
H (-0.7839, 2.1243, 0.9854)
H (0.9144, 1.8271, 0.7290)
H (0.3485, 1.5461, 2.3311)
H (-0.7270, -1.3334, -0.4541)
H (-2.5098, 0.5822, -0.8924)
H (-1.1548, 1.3669, -1.8709)
H (-1.8607, -0.1780, -2.2403)
H (0.8488, 0.9420, -1.7519)
H (2.8617, 0.1265, -0.8481)

Forces on the atoms, in the same order (eV/Å):
0.232 -1.295 0.212
1.457 0.786 -0.624
-1.092 0.480 -2.164
-0.116 0.693 1.239
-0.989 -0.112 1.351
-0.941 -1.237 0.528
1.856 -0.013 2.678
-0.991 -0.252 -1.004
-0.189 -0.239 -0.312
0.286 0.779 0.560
0.474 0.342 -0.299
-1.121 -0.181 -0.226
0.441 0.269 0.863
-0.272 -0.632 0.090
-0.308 0.245 0.931
0.561 -0.018 -1.327
1.009 0.412 -0.235
-0.307 0.225 0.237
0.069 -0.655 -1.076
0.023 -0.044 0.002
-0.083 0.445 -1.422

---

2.
ORCA calculation (the ωB97M-V functional and the def2-TZVPD basis) on C3H5CuO3 as an isolated structure.

* total charge: +1
* multiplicity: 2
* Kohn-Sham gap (spin up / spin down): 9.25 / 7.80 eV
* energy above the lowest of the compared OMol25 structures with the same formula, charge and spin: 438.9 kJ/mol
* expectation value of S²: 0.759

Cartesian coordinates (Å):
H (2.9301, 1.5658, -0.7997)
O (1.6162, 0.1380, -1.2578)
C (2.7407, 0.6072, -1.3093)
H (3.5486, 0.0383, -1.7967)
O (-0.5520, 1.5988, 0.1152)
Cu (-0.2200, 0.5147, -1.3140)
O (-1.7079, 0.5907, -0.0854)
C (-1.9127, -0.1641, 1.0304)
C (-1.4766, -1.4159, 1.1366)
H (-2.4956, 0.3533, 1.7971)
H (-1.7588, -2.0029, 2.0094)
H (-0.7118, -1.8239, 0.4744)

Forces on the atoms, in the same order (eV/Å):
0.227 -0.106 -0.338
0.802 -0.299 -0.977
-0.130 0.027 0.595
-0.132 0.193 0.149
-1.867 -1.034 0.149
0.250 -0.319 0.003
1.066 2.086 -0.384
-0.206 -1.065 1.340
0.393 0.662 0.310
0.024 -0.193 -0.418
0.075 0.136 -0.272
-0.502 -0.088 -0.156

---

3.
ORCA calculation (the ωB97M-V functional and the def2-TZVPD basis) on one molecule with the formula C4H6O.

* total charge: 0
* Kohn-Sham gap (spin up / spin down): 8.26 / 8.25 eV
* energy above the lowest of the compared OMol25 structures with the same formula, charge and spin: 477.6 kJ/mol

Cartesian coordinates (Å):
O (-1.9417, -1.0338, 0.7852)
C (-0.9650, -0.6783, -0.1666)
C (-0.1826, 0.5546, 0.2445)
C (1.1419, 0.7237, -0.1170)
C (2.2373, 0.5744, -0.7788)
H (-1.4924, -1.2576, 1.6086)
H (-0.2559, -1.4969, -0.3661)
H (-1.5157, -0.4939, -1.0932)
H (0.5558, 1.6615, -0.5503)
H (-0.7306, 1.3033, 0.8157)
H (3.1490, 0.1430, -0.3819)

Forces on the atoms, in the same order (eV/Å):
0.055 0.046 0.261
0.206 0.076 -0.406
0.003 0.098 -0.050
0.342 -0.346 0.013
-0.085 0.008 0.226
-0.083 -0.010 -0.048
-0.089 0.141 0.069
0.071 -0.013 0.037
-0.656 0.089 0.001
0.243 -0.057 -0.084
-0.007 -0.032 -0.018

---

4.
ORCA calculation (the ωB97M-V functional and the def2-TZVPD basis) on a 11-piece molecular cluster, C44H94O11 overall.

* total charge: 0
* Kohn-Sham gap: 9.92 eV
* SMILES string: C1CCOC1.C1CCOC1.C1CCOC1.C1CCOC1.C1CCOC1.C1CCOC1.C1CCOC1.C1CCOC1.CCOCC.CCOCC.CCOCC

Cartesian coordinates (Å):
C (4.6382, -1.0974, -3.4005)
C (5.8970, -1.3258, -2.5394)
C (5.4814, -2.4592, -1.6519)
O (4.3145, -3.0657, -2.2363)
C (3.9610, -2.4613, -3.5222)
H (4.9469, -0.7165, -4.3740)
H (3.9564, -0.4195, -2.8871)
H (6.1774, -0.4970, -1.8893)
H (6.7447, -1.6399, -3.1483)
H (5.1910, -2.1014, -0.6641)
H (6.3433, -3.1169, -1.5390)
H (2.8933, -2.2778, -3.6420)
H (4.4359, -3.0211, -4.3279)
C (1.3230, 4.7250, 1.5932)
C (1.3888, 4.1910, 3.0153)
C (0.0452, 4.6588, 3.6492)
O (-0.0540, 5.9113, 3.0225)
C (0.3748, 5.8397, 1.6690)
H (0.9167, 3.9964, 0.8917)
H (2.2948, 5.0434, 1.2159)
H (2.2419, 4.6224, 3.5390)
H (1.5619, 3.1153, 2.9825)
H (0.0878, 4.7904, 4.7304)
H (-0.8000, 4.0361, 3.3560)
H (0.7933, 6.7878, 1.3314)
H (-0.5087, 5.6858, 1.0494)
C (-5.3207, 2.8654, 3.3123)
C (-6.5034, 2.5925, 4.2164)
C (-6.3645, 1.0854, 4.4277)
O (-5.5172, 0.6717, 3.3612)
C (-5.2965, 1.6813, 2.4021)
H (-4.4106, 2.8744, 3.9120)
H (-5.3923, 3.8327, 2.8151)
H (-7.4368, 2.7915, 3.6899)
H (-6.5416, 3.1443, 5.1557)
H (-7.3421, 0.6461, 4.2293)
H (-6.0009, 0.8788, 5.4343)
H (-6.0570, 1.6291, 1.6231)
H (-4.3401, 1.5837, 1.8885)
C (-2.0548, 3.5634, -2.7659)
C (-3.1986, 3.8926, -1.8286)
C (-2.5273, 4.0843, -0.4971)
O (-1.2070, 3.6303, -0.7232)
C (-1.0871, 2.8424, -1.8959)
H (-1.5752, 4.4336, -3.2139)
H (-2.3614, 2.9574, -3.6184)
H (-3.9634, 3.1171, -1.7859)
H (-3.6956, 4.8297, -2.0797)
H (-3.0300, 3.4862, 0.2630)
H (-2.5206, 5.1422, -0.2348)
H (-1.3225, 1.8003, -1.6800)
H (-0.0394, 2.8118, -2.1949)
C (-5.1995, -0.1865, -1.3626)
C (-5.7589, 0.8144, -2.3433)
C (-4.7911, 0.7282, -3.5859)
O (-3.7743, -0.1836, -3.2512)
C (-3.6934, -0.2920, -1.7794)
H (-5.6731, -1.1682, -1.3712)
H (-5.2628, 0.2326, -0.3584)
H (-5.8186, 1.8678, -2.0698)
H (-6.7641, 0.5006, -2.6247)
H (-4.3176, 1.6937, -3.7636)
H (-5.3185, 0.4640, -4.5025)
H (-3.1020, 0.4985, -1.3173)
H (-3.2830, -1.2659, -1.5127)
C (-0.3020, 0.1173, -5.7984)
C (-0.6403, 0.3654, -7.2442)
C (-1.0558, -1.0016, -7.7762)
O (-1.3774, -1.7293, -6.6385)
C (-1.2772, -0.9511, -5.4403)
H (-0.3267, 1.0080, -5.1705)
H (0.7113, -0.2817, -5.8439)
H (0.1826, 0.8632, -7.7571)
H (-1.4919, 1.0436, -7.2993)
H (-0.1537, -1.4577, -8.1840)
H (-1.8993, -0.9280, -8.4626)
H (-0.9665, -1.4513, -4.5231)
H (-2.2646, -0.5583, -5.1975)
C (1.3304, -2.2971, 4.4595)
C (1.4474, -2.3587, 5.9675)
C (2.9396, -2.6364, 6.2769)
O (3.3644, -3.3479, 5.1307)
C (2.7630, -2.6938, 3.9714)
H (1.0605, -1.3277, 4.0406)
H (0.6019, -3.0540, 4.1686)
H (0.8639, -3.2071, 6.3250)
H (1.0347, -1.4511, 6.4081)
H (3.0831, -3.1553, 7.2247)
H (3.6149, -1.7828, 6.3345)
H (2.7866, -3.2901, 3.0593)
H (3.4280, -1.8689, 3.7156)
C (-2.4491, -2.9311, 0.7203)
C (-3.6642, -2.4293, 1.4406)
C (-3.2322, -2.5023, 2.9025)
O (-1.8316, -2.7763, 2.9285)
C (-1.5637, -3.5617, 1.7784)
H (-1.9126, -2.1007, 0.2612)
H (-2.7051, -3.6065, -0.0960)
H (-4.5847, -2.9534, 1.1838)
H (-3.9146, -1.3951, 1.2045)
H (-3.7922, -3.3078, 3.3776)
H (-3.5547, -1.6112, 3.4412)
H (-1.7537, -4.6087, 2.0143)
H (-0.4991, -3.4835, 1.5576)
C (1.4600, -4.8490, -1.3173)
C (2.3543, -4.3502, -0.1946)
O (1.8642, -4.6209, 1.0902)
C (2.1202, -5.9245, 1.5976)
C (1.6529, -6.0414, 3.0961)
H (1.8927, -4.6026, -2.2869)
H (1.3245, -5.9305, -1.3317)
H (0.4669, -4.3998, -1.3058)
H (3.3921, -4.6554, -0.3287)
H (2.4501, -3.2644, -0.1922)
H (1.5883, -6.7205, 1.0765)
H (3.1893, -6.1338, 1.5617)
H (1.6224, -7.0725, 3.4483)
H (0.6233, -5.6876, 3.1509)
H (2.2356, -5.4611, 3.8115)
C (3.5510, 1.9407, 0.3239)
C (4.8991, 1.6595, -0.4282)
O (5.3548, 2.9383, -0.8060)
C (6.5310, 3.0564, -1.6439)
C (6.7373, 4.5471, -1.9059)
H (3.7749, 2.5111, 1.2253)
H (2.8365, 2.4935, -0.2862)
H (3.0608, 1.0354, 0.6819)
H (5.6165, 1.1464, 0.2124)
H (4.8500, 0.9651, -1.2669)
H (7.4062, 2.6306, -1.1532)
H (6.3786, 2.4972, -2.5670)
H (5.7877, 5.0035, -2.1852)
H (7.4762, 4.6794, -2.6962)
H (7.1846, 4.9864, -1.0142)
C (0.3703, -1.0411, -1.8457)
C (0.7504, -0.9566, -0.3616)
O (-0.1200, -0.0693, 0.2770)
C (0.1470, 0.0347, 1.6885)
C (-0.8012, 1.0404, 2.3171)
H (0.8166, -1.8702, -2.3947)
H (-0.7162, -1.0502, -1.9326)
H (0.6369, -0.1404, -2.3987)
H (0.6795, -1.9556, 0.0688)
H (1.8041, -0.6812, -0.3182)
H (-0.0585, -0.9194, 2.1737)
H (1.1793, 0.3449, 1.8506)
H (-0.8262, 1.9796, 1.7645)
H (-0.5394, 1.2563, 3.3529)
H (-1.7869, 0.5757, 2.3376)

Forces on the atoms, in the same order (eV/Å):
0.644 0.405 -0.223
-0.429 0.063 -0.289
-0.544 -0.141 0.099
-0.456 -0.498 -0.543
1.906 0.903 1.445
-0.371 0.323 -0.008
0.025 0.216 -0.180
0.123 0.250 -0.504
0.011 0.250 -0.101
-0.047 -0.068 0.152
-0.393 -0.671 0.045
-0.022 -0.784 0.148
-0.433 -0.284 -0.115
0.879 -1.167 -0.716
-0.003 -1.016 0.372
1.601 -0.098 -1.220
-0.728 1.746 0.569
-1.448 1.204 0.056
0.203 -0.305 0.076
0.064 -0.135 0.075
-0.171 0.154 0.189
-0.179 -0.149 0.274
-0.075 0.038 -0.112
-0.085 -0.349 0.090
0.022 0.228 0.506
-0.103 -0.215 -0.207
-0.063 1.903 -0.103
-0.399 0.023 0.141
-0.841 0.951 -1.053
0.888 -2.231 0.183
-0.034 0.117 0.637
0.168 -0.063 -0.102
0.001 0.051 -0.094
-0.020 0.147 -0.077
0.241 0.098 -0.103
-0.026 -0.427 0.573
0.369 -0.542 -0.320
-0.404 0.375 -0.023
0.207 -0.447 0.286
-0.259 -0.612 -1.927
-0.932 0.715 -0.522
0.255 -0.501 -0.416
1.498 0.133 1.775
-0.024 0.088 0.907
-0.074 0.253 0.309
-0.227 -0.100 -0.058
0.131 -0.128 -0.158
-0.172 -0.143 -0.379
0.115 0.075 0.386
0.251 -0.103 0.353
-0.455 -0.200 -0.034
-0.008 0.475 -0.134
1.632 0.705 0.822
-0.301 -0.265 -1.876
-0.429 0.591 0.897
0.619 -0.726 1.286
-1.841 -0.321 -1.048
-0.070 0.173 -0.225
-0.060 -0.301 0.224
0.074 -0.225 0.666
-0.070 0.197 -0.131
-0.117 0.329 -0.022
0.214 -0.456 0.005
0.134 0.175 -0.237
0.186 0.115 -0.279
0.679 0.281 -0.419
-0.621 1.493 -0.456
1.315 0.993 0.337
-0.656 -1.736 1.620
-0.578 0.455 0.066
-0.027 -0.054 0.000
0.198 -0.146 0.653
-0.039 -0.228 -0.289
-0.128 0.151 -0.050
-0.276 -0.280 -0.753
0.158 -0.264 -0.174
0.094 -0.949 -0.473
-0.093 0.273 -0.036
1.112 -0.500 -0.920
0.181 0.535 0.792
-0.456 0.612 -0.701
-0.078 -1.029 -0.969
-0.003 0.032 1.031
-0.176 -0.061 0.234
0.031 0.252 -0.478
0.032 0.074 0.174
0.180 -0.046 0.330
0.020 -0.630 -0.364
-0.433 0.760 0.145
-0.135 -0.685 0.470
-0.273 0.701 0.222
0.533 -0.431 -1.455
-0.556 0.882 0.161
-1.009 -0.538 0.314
-0.442 0.714 0.446
0.304 0.302 0.217
0.155 0.076 0.068
0.073 -0.175 0.005
0.127 -0.443 0.366
0.288 0.162 -0.222
0.160 -0.422 0.228
0.805 0.211 0.123
-0.377 -0.253 -0.231
0.034 0.030 -0.020
0.030 0.001 -0.370
0.157 0.596 -0.285
-0.330 -0.755 0.981
-0.159 -0.192 1.691
-0.189 0.518 -0.925
0.184 0.117 0.007
0.091 -0.075 0.270
-0.045 0.099 0.265
0.072 -0.583 0.069
-0.270 0.125 -0.407
-0.064 0.135 -0.516
0.200 -0.026 -0.230
0.245 -0.110 -0.276
-0.101 0.115 0.011
0.170 0.071 -0.222
0.939 -0.651 -0.216
-0.704 0.386 0.547
0.776 0.404 -0.548
-0.947 0.029 0.479
0.385 -0.775 0.163
0.047 0.225 -0.134
0.198 0.008 -0.101
0.108 -0.212 -0.217
0.187 0.176 0.603
-0.662 0.239 -0.488
0.092 -0.114 0.215
-0.149 -0.067 -0.208
0.170 0.126 0.110
-0.118 0.014 -0.179
-0.402 0.285 0.031
-0.390 0.683 0.050
-0.004 -0.756 -1.310
0.129 0.497 0.745
-0.471 0.345 -0.216
-0.185 -0.231 -0.254
-0.056 -0.213 0.326
-0.123 -0.482 0.010
0.322 0.235 0.158
-0.121 -0.204 0.274
0.212 0.387 0.425
0.326 -0.314 -0.101
0.256 -0.137 -0.063
-0.028 0.001 -0.098
0.192 -0.087 0.010
-0.235 0.250 -0.076

---

5.
ORCA calculation (the ωB97M-V functional and the def2-TZVPD basis) on one molecule with the formula C6H7N.

* total charge: 0
* Kohn-Sham gap: 8.80 eV
* energy above the lowest of the compared OMol25 structures with the same formula, charge and spin: 336.0 kJ/mol
* SMILES string: CC1=CCC1=C=N

Cartesian coordinates (Å):
C (0.6449, 1.7286, 0.1740)
C (0.6238, 0.2246, -0.0872)
C (1.5013, -0.7705, -0.1823)
C (0.4130, -1.8555, -0.0603)
C (-0.5433, -0.6557, 0.0359)
C (-1.7897, -0.2508, 0.0814)
N (-2.8188, 0.3308, 0.3607)
H (0.5840, 1.8871, 1.2444)
H (-0.2863, 2.0501, -0.3780)
H (1.5214, 2.0794, -0.2568)
H (2.5706, -0.7050, -0.3950)
H (0.5699, -2.4887, 0.7945)
H (0.2640, -2.4830, -0.9716)
H (-3.2547, 0.9086, -0.3596)

Forces on the atoms, in the same order (eV/Å):
-2.407 -2.450 -1.100
-0.148 1.386 1.678
0.320 0.065 -0.742
0.407 -0.196 -1.894
-0.288 -0.339 0.135
1.119 -0.391 0.172
-0.578 0.905 0.172
-0.101 0.284 0.029
1.084 0.504 0.807
1.488 1.269 -0.629
-0.315 -0.520 0.329
-0.432 -0.188 0.524
0.107 0.350 0.676
-0.257 -0.678 -0.157

---

6.
ORCA calculation (the ωB97M-V functional and the def2-TZVPD basis) on a 16-piece molecular cluster, C5H39NO15 overall.

* total charge: 0
* Kohn-Sham gap: 8.33 eV
* energy above the lowest of the compared OMol25 structures with the same formula, charge and spin: 346.6 kJ/mol

Cartesian coordinates (Å):
N (0.2791, -2.0219, 2.2538)
C (0.1134, -1.6623, 0.9532)
C (0.3338, -0.4887, 0.3225)
C (1.0590, 0.6260, 0.9019)
C (1.9211, 0.6192, 1.9202)
C (-0.6234, -2.7943, 0.2020)
H (0.8419, -1.4301, 2.8596)
H (0.5658, -2.9771, 2.2921)
H (-0.0027, -0.3217, -0.7241)
H (0.7519, 1.5925, 0.4868)
H (2.1491, 1.5651, 2.4649)
H (2.4427, -0.1934, 2.4048)
H (-0.8745, -3.6526, 0.8444)
H (-0.2064, -3.0626, -0.7468)
H (-1.6639, -2.4105, -0.0292)
H (-2.6300, 0.3927, -1.4595)
H (-2.5300, 0.2019, -3.1004)
O (-2.0971, 0.1879, -2.2485)
H (0.0536, 4.4430, 1.5654)
H (-0.9802, 3.3625, 1.1377)
O (-0.6699, 3.8977, 1.8817)
H (2.1677, 1.2865, -2.9207)
H (0.9251, 2.0699, -2.8258)
O (1.3173, 1.4184, -3.4392)
H (1.6351, -1.5600, -2.8555)
H (3.0064, -2.0531, -3.4147)
O (2.5663, -1.8571, -2.5844)
H (2.6712, 0.4552, -0.9368)
H (3.5251, 0.0808, -2.1363)
O (3.1832, 0.8435, -1.6536)
H (-1.0058, 2.4016, -2.6653)
H (-0.8646, 2.7831, -1.1422)
O (-0.4620, 2.8663, -2.0211)
H (-2.5491, 0.6536, 2.8145)
H (-3.1510, -0.7393, 2.1914)
O (-3.0993, 0.2202, 2.0977)
H (3.3449, -3.8458, 1.6898)
H (1.9195, -4.0480, 0.8109)
O (2.3727, -3.8562, 1.7363)
H (-3.0404, -3.2303, 3.0806)
H (-2.0924, -2.1825, 2.8188)
O (-2.9228, -2.5131, 2.4406)
H (-1.2415, 0.9689, 0.6302)
H (-2.2721, 1.8660, -0.1747)
O (-1.3776, 1.8454, 0.2448)
H (-0.5496, -0.8568, -2.6627)
H (0.4713, 0.0466, -3.3042)
O (0.2773, -0.9339, -3.2127)
H (-0.3449, 1.3150, 2.9274)
H (-1.0937, 2.6610, 2.9932)
O (-1.1676, 1.6835, 3.2799)
H (1.2639, 4.1742, -1.1464)
H (2.2120, 3.0653, -0.7942)
O (1.7358, 3.7977, -0.3910)
H (-4.8627, 1.0824, -0.1579)
H (-3.6427, 0.5791, 0.5180)
O (-3.9138, 1.0542, -0.3147)
H (2.7586, -4.0193, -1.3870)
H (1.9516, -2.7766, -1.1770)
O (1.9535, -3.7392, -0.9317)

Forces on the atoms, in the same order (eV/Å):
0.182 0.968 0.926
-1.364 -1.228 -1.691
0.741 0.011 -0.698
-0.377 0.310 0.163
0.580 1.537 1.310
-2.076 1.313 0.446
-0.122 -0.205 -0.435
0.273 -0.509 0.552
0.143 -0.521 0.956
0.366 -0.162 0.402
0.078 -0.477 -0.999
-0.403 -0.604 -0.288
0.664 0.145 -0.273
0.426 -0.271 -0.227
1.025 -0.200 0.148
-0.771 -0.098 -1.058
-0.821 0.102 0.314
1.358 -0.189 0.320
0.186 -0.089 -0.073
0.146 -0.192 -0.103
-0.222 0.510 0.211
-0.862 -0.279 -0.744
-0.483 -0.026 -0.360
1.100 0.719 0.750
0.351 -0.019 0.203
0.062 -0.178 -0.059
0.041 0.671 -0.459
-0.089 -0.134 0.197
-0.079 -0.296 0.120
0.501 0.316 0.099
-0.284 -0.084 0.362
0.268 -0.563 -0.301
0.234 0.852 -0.492
-0.284 -0.400 -0.978
-0.064 0.062 0.479
0.117 0.334 0.174
-0.863 -0.159 -0.575
2.248 0.680 1.901
-1.065 -0.616 -1.193
-0.722 -0.103 -0.355
0.442 0.298 -0.568
0.570 -0.470 0.962
-0.257 -0.045 0.059
0.546 -0.208 0.896
-1.225 0.760 -0.691
0.826 -0.543 -0.622
0.603 -0.561 -0.278
-1.683 0.761 0.638
-0.060 -0.017 0.078
-0.050 -1.721 0.514
0.224 1.435 -0.097
-0.064 -0.028 0.140
0.221 -0.148 0.127
-0.109 0.207 -0.189
-0.168 0.308 -0.495
0.285 0.510 0.020
-0.192 -0.705 0.707
-0.210 -0.121 0.096
0.055 -1.126 0.178
0.106 0.487 -0.148

---

F_max / eV Å⁻¹: 3.258; 2.374; 0.662; 2.557; 3.606; 3.022
Electronic energy / Ha: -366.38525; -1983.01809; -231.04180; -2560.27028; -287.45926; -1397.24851